{"formula": "C4H6B3F12KO3", "method": "ωB97M-V/def2-TZVPD", "e_tot_ha": -2255.542453, "gap_ha": 0.3372, "fmax_ev_per_a": 1.211, "total_charge": -2, "e_lumo_ev": 3.821, "symbols": ["K", "B", "F", "F", "F", "F", "B", "F", "F", "F", "F", "B", "F", "F", "F", "F", "C", "C", "C", "O", "C", "O", "O", "H", "H", "H", "H", "H", "H"], "xyz": [[-1.28352, 0.40397, -0.63784], [-4.38971, -1.33698, -2.15852], [-5.71431, -1.46767, -1.66952], [-4.24605, -0.01373, -2.63497], [-3.47220, -1.55177, -1.10213], [-4.15855, -2.27093, -3.17316], [-2.07091, -0.57460, 2.52315], [-2.90708, -0.53061, 1.39520], [-0.74852, -0.23646, 2.07551], [-2.51460, 0.43422, 3.41408], [-2.00039, -1.80955, 3.15556], [-0.20683, -0.70585, -3.52996], [-1.01151, 0.33359, -4.05351], [0.69731, -0.10518, -2.60754], [-0.97209, -1.62444, -2.82232], [0.51732, -1.31838, -4.57168], [2.11119, 1.09739, -0.28177], [3.05730, 1.16893, 0.88638], [2.38526, 1.68874, 2.18518], [2.77113, 0.75311, 3.18100], [3.39538, -0.30268, 2.59526], [3.79409, -1.23712, 3.20376], [3.49458, -0.13406, 1.27156], [1.21913, 0.55056, 0.02775], [2.48017, 0.49533, -1.11208], [1.87161, 2.08975, -0.66092], [3.87938, 1.83637, 0.61349], [1.30148, 1.67451, 2.05735], [2.72095, 2.69354, 2.43070]], "lowdin_charge": [0.95, -1.25, 0.06, 0.07, 0.06, 0.09, -1.24, 0.06, 0.01, 0.07, 0.12, -1.27, 0.08, 0.03, 0.12, 0.08, -0.03, -0.31, -0.09, 0.07, -0.57, 0.16, 0.10, 0.05, 0.09, 0.10, 0.14, 0.13, 0.12]}